# 1
A structure of composition C22H27AsBN11NiO6, computed with ωB97M-V/def2-TZVPD.

For the frontier orbital gap (spin up / spin down), the calculation gives 8.13 / 5.89 eV. The energy relative to the best compared isomer or geometry (same formula, charge and spin) comes out at 0.0000 eV.

Structure (ORCA input):
```
! wB97M-V def2-TZVPD RIJCOSX def2/J DEFGRID3
* xyz 1 4
Ni 0.5613 0.2298 -0.1342
C 4.7855 -0.1490 -0.1176
C 3.5662 -0.2922 -0.7745
N 2.5755 0.1772 -0.0175
N 3.1314 0.6369 1.1167
C 4.4610 0.4518 1.0807
B 2.2512 1.2682 2.2273
N 1.3200 0.1234 2.7480
C 1.0444 -0.4000 3.9565
C 0.0219 -1.3147 3.8279
C -0.2878 -1.2904 2.4707
N 0.4988 -0.4344 1.8280
N 1.3146 2.3607 1.6162
C 1.0876 3.6083 2.0646
C 0.0566 4.1575 1.3316
C -0.3089 3.1565 0.4295
N 0.4518 2.0823 0.6093
N 3.1560 1.9323 3.2486
C 3.3026 1.8997 4.6026
C 4.2486 2.8235 4.9514
C 4.6413 3.3992 3.7272
N 3.9866 2.8699 2.7117
H 5.7661 -0.4224 -0.4654
H 3.3585 -0.6921 -1.7551
H 5.0865 0.7779 1.8927
H 1.5756 -0.1137 4.8419
H -0.4295 -1.9019 4.6081
H -1.0515 -1.8222 1.9294
H 1.6822 4.0238 2.8598
H -0.3636 5.1423 1.4328
H -1.0831 3.1455 -0.3219
H 2.7433 1.2468 5.2430
H 4.6020 3.0468 5.9430
H 5.3698 4.1743 3.5465
N 0.5455 0.9875 -2.1398
H 1.2278 1.7380 -2.1964
H -0.3882 1.3994 -2.1488
H 0.6269 0.4455 -2.9931
C 1.6898 -3.4124 -2.1860
As 0.0012 -3.0022 -1.3260
C -0.0894 -4.0346 0.2959
C -1.4116 -3.5442 -2.5123
H 1.6451 -4.4308 -2.5756
H 2.4863 -3.3263 -1.4502
H 1.8594 -2.7200 -3.0072
H 0.0687 -5.0821 0.0319
H -1.0689 -3.9356 0.7580
H 0.6907 -3.6949 0.9734
H -1.4754 -4.6324 -2.5182
H -1.1884 -3.1826 -3.5139
H -2.3506 -3.1215 -2.1642
O -2.2616 0.9585 -1.2118
C -2.2268 -0.1778 -0.7733
O -1.1359 -0.8580 -0.5308
C -3.5145 -0.8908 -0.4434
C -4.7396 -0.2806 -0.6813
C -5.8947 -0.9621 -0.3574
C -5.8947 -2.2313 0.1916
C -4.6612 -2.8089 0.4104
C -3.4820 -2.1579 0.1109
N -4.5802 -4.1689 0.9745
O -3.4660 -4.6515 1.0984
O -5.6103 -4.7040 1.3006
N -7.2018 -0.3097 -0.6121
O -7.1784 0.7901 -1.1179
O -8.1951 -0.9281 -0.3023
H -4.7830 0.7113 -1.1087
H -6.8173 -2.7386 0.4321
H -2.5447 -2.6451 0.3159
*
```


# 2
A cluster of 2 separate species, C5H11NO in total, computed with ωB97M-V/def2-TZVPD.

For the frontier orbital gap, the calculation gives 8.16 eV. The energy relative to the best compared isomer or geometry (same formula, charge and spin) comes out at 4.8213 eV. Its SMILES is C=CC(=C)NC.O.

Structure (ORCA input):
```
! wB97M-V def2-TZVPD RIJCOSX def2/J DEFGRID3
* xyz 0 1
C -2.2902 0.1608 0.1187
N -1.3078 0.3660 -1.0150
C 0.0033 0.8401 -0.8469
C 0.5266 1.7808 0.0058
C 1.9575 -0.6847 -0.7786
C 0.9815 -0.0496 -1.4736
H -1.6654 -0.0292 0.9522
H -2.7920 1.1286 0.2958
H -3.0497 -0.6098 -0.3199
H -1.3490 -0.4433 -1.6436
H 0.3279 2.8322 -0.0454
H 1.4155 1.6217 0.7167
H 1.8442 -1.0140 0.2792
H 2.6738 -1.2383 -1.3468
H 0.7694 -0.2173 -2.5842
H 0.8746 -0.9871 3.1526
H 0.7678 -1.9863 1.9226
O 0.3123 -1.4705 2.6104
*
```


# 3
A cluster of 2 separate species, C2H2Cl2N2O3 in total, computed with ωB97M-V/def2-TZVPD.

For the frontier orbital gap, the calculation gives 9.83 eV. The energy relative to the best compared isomer or geometry (same formula, charge and spin) comes out at 0.4462 eV. Its SMILES is [O-][N+](O)=C(Cl)Cl.N=C=O.

Structure (ORCA input):
```
! wB97M-V def2-TZVPD RIJCOSX def2/J DEFGRID3
* xyz 0 1
C 0.2908 -1.7958 -1.4878
C 0.2451 1.2881 0.0784
N -0.7641 -2.0700 -2.0371
N -0.1558 0.9397 1.2267
O -1.3647 0.8899 1.5527
O 1.4342 -1.7899 -1.2246
O 0.7541 0.5608 2.2053
Cl -0.9601 1.7665 -1.0706
Cl 1.9589 1.4676 -0.2539
H 0.2797 0.5237 2.9979
H -1.7181 -1.7807 -1.9872
*
```


# 4
A cluster of 8 separate species, C22H38Br10O6 in total, computed with ωB97M-V/def2-TZVPD.

For the frontier orbital gap, the calculation gives 9.91 eV. Its SMILES is O=C1CCCO1.O=C1CCCO1.O=C1CCCO1.BrCCBr.BrCCBr.BrCCBr.BrCCBr.BrCCBr.

Structure (ORCA input):
```
! wB97M-V def2-TZVPD RIJCOSX def2/J DEFGRID3
* xyz 0 1
Br -4.7910 -3.6191 2.4219
C -3.6382 -2.0315 2.5076
C -4.4864 -0.8746 2.9032
Br -4.7689 -0.6404 4.8357
H -3.1807 -1.8988 1.5505
H -2.7885 -2.2194 3.2964
H -5.4852 -0.9325 2.4464
H -4.0120 0.0778 2.6097
Br 3.4101 -3.8448 0.2919
C 1.9744 -4.1839 1.6206
C 2.1306 -5.4992 2.2349
Br 0.5681 -6.0977 3.1627
H 1.0443 -4.1771 1.0451
H 1.9489 -3.2866 2.2323
H 2.9736 -5.6434 2.9320
H 2.1402 -6.2775 1.5008
Br -2.9919 -4.5608 -1.7365
C -1.1004 -4.3521 -2.3890
C -1.0197 -3.7840 -3.7522
Br 0.8755 -3.4189 -4.1534
H -0.6042 -5.2924 -2.2116
H -0.7070 -3.6723 -1.5905
H -1.6096 -2.8685 -3.8909
H -1.3502 -4.4419 -4.5111
Br -3.2392 2.2473 -4.4962
C -2.0272 1.3055 -5.7514
C -1.3066 2.3087 -6.6337
Br -0.1276 1.1308 -7.5944
H -2.7314 0.7137 -6.3433
H -1.3837 0.7453 -5.1087
H -0.7078 3.0407 -6.1428
H -2.0386 2.6771 -7.3778
Br 0.0264 0.2288 6.8397
C 0.5563 -0.5429 5.2397
C -0.3797 -0.7231 4.1007
Br -1.1824 0.9904 3.7490
H 0.8245 -1.5254 5.6524
H 1.3970 0.0141 4.9089
H -1.2299 -1.4384 4.3497
H 0.1754 -1.0163 3.1967
O 1.3100 1.7903 1.0375
C 2.4760 1.9302 1.2821
O 3.3747 0.9572 0.9523
C 4.6887 1.4010 1.2008
C 4.5954 2.5238 2.2476
C 3.2075 3.0884 1.9756
H 5.0326 1.8187 0.2501
H 5.3261 0.5748 1.5298
H 5.4514 3.1336 2.1072
H 4.5830 2.0844 3.2614
H 3.1344 3.9419 1.3270
H 2.6072 3.3865 2.8761
O 1.8390 3.5870 -2.1990
C 1.1282 3.8924 -1.3097
O 1.6352 4.6564 -0.2836
C 0.5991 5.0146 0.6863
C -0.6990 4.5898 0.0981
C -0.2485 3.5321 -0.9812
H 0.6675 6.0883 0.8241
H 0.8017 4.5235 1.6342
H -1.2429 5.3551 -0.4236
H -1.3213 4.2259 0.9191
H -0.9160 3.5892 -1.8788
H -0.2583 2.4975 -0.5547
O -0.2852 -1.4751 0.8158
C -0.6025 -1.0139 -0.2405
O -1.8736 -0.8560 -0.5644
C -1.9863 -0.1071 -1.8509
C -0.6211 -0.0172 -2.5010
C 0.3418 -0.5988 -1.3944
H -2.3904 0.8904 -1.6130
H -2.7216 -0.6346 -2.4120
H -0.1761 0.9744 -2.7255
H -0.4608 -0.6827 -3.3658
H 0.9513 0.1894 -0.9533
H 0.8959 -1.4683 -1.7183
*
```


# 5
An isolated molecule of C5H7NO, computed with ωB97M-V/def2-TZVPD.

For the frontier orbital gap, the calculation gives 8.89 eV. The energy relative to the best compared isomer or geometry (same formula, charge and spin) comes out at 1.0484 eV. Its SMILES is Cc1cocc1N.

Structure (ORCA input):
```
! wB97M-V def2-TZVPD RIJCOSX def2/J DEFGRID3
* xyz 0 1
C -1.8378 0.1379 0.5835
C -0.4890 -0.3432 0.1322
C -0.3714 -1.5489 -0.4781
O 0.8091 -1.6981 -1.1010
C 1.5049 -0.5484 -0.8625
C 0.7971 0.2957 -0.0616
N 1.3014 1.4399 0.5721
H -1.9190 0.5329 1.5988
H -2.5134 -0.7172 0.4830
H -2.2261 0.8933 -0.1096
H -1.0420 -2.3958 -0.4808
H 2.4698 -0.4780 -1.3398
H 0.6432 2.1877 0.7360
H 2.1531 1.7889 0.1517
*
```


# 6
An isolated molecule of C9H22NO4P, computed with ωB97M-V/def2-TZVPD.

For the frontier orbital gap, the calculation gives 8.20 eV. The energy relative to the best compared isomer or geometry (same formula, charge and spin) comes out at 0.9982 eV. Its SMILES is CCCCCCO[P@@](=O)([O-])OCC[NH2+]C.

Structure (ORCA input):
```
! wB97M-V def2-TZVPD RIJCOSX def2/J DEFGRID3
* xyz 0 1
O -2.9492 -1.0921 2.2341
O -0.9941 -0.2731 3.3540
O -0.8518 -1.8107 1.1568
O -1.5163 0.8589 1.0756
C 3.0969 -1.9786 -4.4125
C 0.2446 -1.3305 0.3013
C -2.2387 1.9599 1.7566
C 1.5402 -1.7798 -4.6475
C -0.1465 -1.7391 -1.0832
C 0.6304 -2.0710 -3.4584
C 0.9468 -1.4137 -2.0833
C -0.8127 3.3972 4.7171
C -1.0694 2.9048 2.2799
N -0.5521 2.4527 3.5694
P -1.6161 -0.6059 2.0056
H 3.3152 -2.1533 -3.4158
H 3.3657 -2.8844 -5.0621
H 3.7521 -1.2364 -4.8032
H 1.1959 -1.7360 0.6329
H 0.3416 -0.2931 0.1712
H -2.7034 2.3242 1.0134
H -2.9269 1.6102 2.4772
H 1.3460 -0.8095 -5.0181
H 1.3457 -2.4458 -5.5060
H -1.1086 -1.3081 -1.3869
H -0.1954 -2.8141 -1.1821
H 0.7519 -3.1207 -3.2786
H -0.3893 -1.8215 -3.6073
H 1.1050 -0.3080 -2.1706
H 1.9834 -1.7776 -1.7722
H -0.9390 2.7410 5.5340
H 0.0097 4.1190 5.0014
H -1.6624 3.8996 4.5647
H -0.2651 2.8922 1.5770
H -1.4385 3.9062 2.2408
H 0.4223 2.2195 3.4806
H -1.0177 1.5175 3.7441
*
```


no.,total energy (a.u.),strongest force on any atom (eV/Å)
1,-5676.97432,0.28
2,-326.95417,3.32
3,-1332.89157,3.77
4,-27052.66770,2.88
5,-324.68594,0.29
6,-1053.17753,7.96